Molecular formula: C55H38Br2ClIInN3O2P2S
Method: DFT, the ωB97M-V functional and the def2-TZVPD basis

total charge = +2
lowest unoccupied orbital energy = -5.3 eV
energy relative to the best compared isomer or geometry (same formula, charge and spin) = 18.4 kcal per mole
HOMO-LUMO gap = 6.89 eV
multiplicity = 1

Last column: Mulliken charge in e.
CARTESIAN COORDINATES (ANGSTROEM)
H  -0.29875  3.66670  0.14935  0.3104
C  3.25857  -3.72460  -0.64559  -0.6102
P  1.91641  -1.92473  1.15471  2.5474
H  -1.69136  1.74718  -4.43099  0.5398
C  2.07524  -3.26367  -0.07028  0.1619
C  -1.97134  -2.64925  1.86290  0.7260
H  -0.71876  -2.35374  5.46336  0.5863
H  2.27322  -4.36016  6.27693  0.4413
C  -2.96105  1.34485  -0.88634  -0.3479
Br  -4.19309  3.27556  -4.28321  -0.0982
H  -3.31097  1.17732  0.12177  0.5040
C  3.40594  -0.86627  1.03964  -0.9233
C  -3.36938  -4.55952  2.35680  0.3973
In  -0.51952  -0.38580  0.31483  3.6487
I  -3.86429  -3.76964  -1.86376  0.0535
N  -1.08207  -1.67504  2.20953  1.1121
C  -1.88682  5.07423  -0.13458  -0.8698
C  1.39747  -0.75721  -4.40941  -0.5554
C  -2.74643  0.69344  5.69801  -0.8746
C  2.21831  -3.90144  5.29850  -0.6826
H  -4.57109  -0.37012  6.06440  0.4460
C  0.82832  -4.83089  -1.42886  -0.6831
C  -2.37506  -2.67646  0.49135  -1.0718
C  0.20698  -0.10633  -4.13406  -1.1330
H  -0.98226  1.71390  5.06187  0.5423
P  -1.18320  1.72755  2.02379  1.8006
C  -1.98823  -3.44953  4.13364  -1.3746
H  1.99078  -6.06833  -2.73904  0.4330
C  1.37178  3.88952  4.36964  -0.9386
C  2.10821  -2.73366  2.77236  0.2796
H  4.27035  2.30114  0.10157  0.6502
H  -0.07417  -3.45854  -0.06437  0.4846
C  -2.06225  1.63303  -3.42467  -0.9816
C  -3.73259  2.07329  -1.76568  -1.1341
Br  1.87471  -1.12748  -6.17232  -0.0936
N  -1.78604  0.80526  -1.21537  0.6133
C  2.64367  -2.58961  5.11995  -0.7529
H  -3.63291  6.31925  -0.22276  0.4612
H  -0.73933  3.71674  4.06569  0.6916
C  -1.30235  3.96022  0.44420  -0.5507
C  4.69321  -1.38300  1.19301  -0.6180
C  -3.87698  4.70859  1.17058  -0.8470
C  3.22349  -4.72762  -1.60352  -0.7302
H  -5.11128  -0.62037  3.65969  0.5321
S  1.71426  1.29561  0.69109  1.7857
N  0.62147  -0.28487  -1.78835  0.5245
C  0.86116  -3.81889  -0.47878  -0.6725
C  -0.66327  -1.59251  3.45093  0.0614
C  5.81163  -0.60137  0.94132  -0.9704
H  4.81920  -2.40933  1.51416  0.6740
Cl  -3.99308  -5.72360  3.47484  -0.2401
H  2.93154  -0.98448  3.73442  0.4259
H  6.80014  -1.02568  1.05711  0.4946
H  2.42627  -1.13694  -1.25533  0.5727
C  -3.36033  0.42683  3.01032  -0.4789
C  -2.19718  1.10409  3.38901  0.8202
C  2.76925  2.58129  2.91629  -0.6448
C  -2.00762  3.21595  1.39394  0.7137
C  1.68447  -4.04684  2.95562  -0.6309
C  0.34755  2.43396  2.73200  -0.4340
H  -4.67103  2.50353  -1.44784  0.6103
C  5.66848  0.71448  0.51735  -0.8448
H  -2.34107  -4.14442  4.88421  0.5428
O  1.69125  2.36338  -0.34044  -0.9611
C  -4.21371  -0.09865  3.96530  -0.7924
C  2.58850  -2.00705  3.86252  -0.3848
H  3.03043  -2.02493  5.95832  0.4749
C  1.79184  -0.86192  -2.08137  -0.2729
C  -3.24776  2.24491  -3.04955  -0.4782
C  -3.26015  -3.65899  0.11695  0.2871
C  -3.75664  -4.59669  1.05065  -0.3204
C  -0.13339  0.13841  -2.81649  0.3157
H  -2.50264  0.79385  6.74749  0.4606
C  -1.89048  1.22497  4.74036  -0.6801
H  0.04432  -0.80326  3.67942  0.3824
C  4.40511  1.27349  0.41682  -1.0841
C  1.74164  -4.62729  4.21589  -0.7775
C  2.22772  -1.11684  -3.36434  -1.3413
H  4.21406  -3.30151  -0.37145  0.3913
C  -2.45367  -3.57505  2.80517  -0.0759
H  -3.59671  0.28806  1.95875  0.1231
H  -3.84908  3.02808  2.50096  0.3787
C  -1.09801  -2.46485  4.45756  -1.6953
H  3.18075  -1.59615  -3.53297  0.5871
H  -0.44679  0.18743  -4.94005  0.5068
C  -1.37169  0.89254  -2.48041  0.9035
C  3.29736  0.49364  0.72573  0.4519
H  -1.33689  5.65286  -0.86509  0.5062
H  -0.12140  -5.25138  -1.73290  0.5244
C  -3.17727  5.44660  0.22622  -0.6042
H  -4.87559  5.00688  1.46157  0.4789
C  2.01105  -5.28416  -1.99377  -0.8162
H  3.75513  2.29715  2.58173  0.5147
C  1.63185  2.08389  2.28956  0.3443
C  0.24075  3.37778  3.75259  -0.6028
C  -3.29600  3.58997  1.75821  -0.2208
H  6.54102  1.31082  0.28582  0.4710
H  3.51640  3.85428  4.46348  0.4751
H  1.31593  -4.62848  2.11935  0.4630
H  4.14729  -5.07891  -2.04427  0.4822
H  -4.45265  -5.35718  0.72380  0.5137
H  1.42029  -5.65199  4.34783  0.4851
O  -1.88859  -1.77467  -0.34453  -0.5307
C  -3.90671  0.03892  5.31459  -0.8297
H  1.26890  4.61861  5.16233  0.4705
C  2.63332  3.46687  3.97300  -0.9249